{"formula": "C16H18BFN6Sn", "method": "ωB97M-V with the def2-TZVPD basis set", "total_charge": 2, "lumo_energy_ev": -10.29, "largest_force_ev_per_a": 3.4, "gap_ev": 5.61, "elements": ["H", "N", "B", "N", "C", "Sn", "H", "C", "H", "C", "H", "C", "H", "H", "H", "N", "N", "N", "N", "C", "C", "H", "H", "C", "C", "C", "C", "H", "H", "H", "H", "H", "F", "C", "C", "C", "C", "C", "C", "H", "H", "H", "H"], "positions_angstrom": [[-1.135, -0.103, 3.155], [-1.478, -0.085, 1.027], [-2.636, 0.075, -1.283], [-2.611, 0.050, 0.276], [-3.668, 0.121, 1.093], [0.404, -0.518, -0.036], [-4.660, 0.206, 0.674], [-3.222, 0.063, 2.389], [-3.828, 0.091, 3.271], [-1.835, -0.050, 2.333], [-3.735, 0.353, -1.698], [3.708, -1.882, -0.641], [4.695, -2.034, -0.196], [3.691, -0.904, -1.140], [3.542, -2.673, -1.376], [-2.234, -1.353, -1.753], [-1.562, 1.079, -1.793], [-1.044, -1.930, -1.397], [-0.293, 1.164, -1.293], [-2.950, -2.195, -2.517], [-1.705, 1.978, -2.774], [-3.922, -1.894, -2.897], [-2.644, 2.037, -3.307], [-2.224, -3.362, -2.666], [-0.529, 2.682, -2.897], [-1.025, -3.169, -1.959], [0.351, 2.158, -1.950], [-2.529, -4.239, -3.206], [-0.327, 3.476, -3.590], [-0.223, -3.880, -1.866], [1.366, 2.459, -1.740], [2.935, -1.910, 0.137], [4.526, 2.213, 4.313], [3.603, 1.711, 3.432], [3.180, 2.487, 2.363], [2.241, 1.952, 1.447], [1.758, 0.654, 1.584], [2.166, -0.080, 2.692], [3.104, 0.432, 3.614], [3.591, 3.481, 2.238], [1.919, 2.587, 0.624], [1.785, -1.086, 2.861], [3.455, -0.163, 4.449]], "mulliken_charge": [0.52, 0.04, -0.02, 0.18, -0.02, 1.10, 0.46, -1.10, 0.43, -0.17, -0.02, -0.79, 0.31, 0.26, 0.31, 0.29, 0.13, -0.18, -0.01, 0.01, 0.00, 0.45, 0.48, -0.90, -1.12, -0.53, -0.15, 0.42, 0.44, 0.48, 0.49, -0.03, -0.26, 0.35, -0.68, 0.02, -0.07, -0.09, -0.71, 0.46, 0.32, 0.47, 0.45]}

=====

{"formula": "C16H18Br18O2", "method": "ωB97M-V with the def2-TZVPD basis set", "lumo_energy_ev": -0.27, "largest_force_ev_per_a": 1.6, "gap_ev": 8.57, "elements": ["C", "C", "C", "C", "C", "C", "C", "O", "C", "O", "C", "C", "H", "H", "H", "H", "H", "H", "H", "H", "H", "H", "H", "H", "C", "Br", "Br", "Br", "H", "C", "Br", "Br", "Br", "H", "C", "Br", "Br", "Br", "H", "C", "Br", "Br", "Br", "H", "C", "Br", "Br", "Br", "H", "C", "Br", "Br", "Br", "H"], "positions_angstrom": [[2.496, -0.846, 0.176], [1.110, -0.236, 0.071], [0.320, -0.559, -1.033], [-0.959, -0.030, -1.110], [-1.437, 0.820, -0.114], [-2.868, 1.333, -0.255], [-3.762, 0.269, 0.372], [-5.151, 0.503, 0.014], [-5.798, -0.693, 0.146], [-6.313, -1.042, 1.151], [-0.660, 1.158, 0.979], [0.635, 0.620, 1.048], [2.951, -0.854, -0.815], [3.091, -0.282, 0.891], [2.442, -1.890, 0.497], [0.695, -1.207, -1.815], [-1.579, -0.303, -1.957], [-3.079, 1.430, -1.319], [-2.947, 2.284, 0.271], [-3.693, 0.254, 1.461], [-3.451, -0.682, -0.075], [-5.772, -1.320, -0.759], [-1.040, 1.816, 1.744], [1.254, 0.868, 1.903], [4.045, -3.147, 3.586], [3.241, -4.673, 2.729], [5.301, -2.261, 2.429], [2.719, -1.922, 4.252], [4.603, -3.515, 4.437], [-4.912, 3.154, -3.927], [-4.525, 4.316, -2.443], [-3.346, 2.832, -5.003], [-5.724, 1.509, -3.353], [-5.628, 3.666, -4.555], [-3.757, 5.087, -8.183], [-4.798, 3.770, -9.122], [-2.676, 6.134, -9.382], [-4.861, 6.200, -7.067], [-3.084, 4.553, -7.528], [-2.263, -1.288, 4.341], [-3.032, -2.828, 3.483], [-0.985, -0.406, 3.178], [-3.615, -0.061, 4.956], [-1.732, -1.641, 5.215], [6.404, -1.775, -2.260], [5.923, -3.610, -1.934], [5.033, -0.840, -3.236], [6.857, -0.864, -0.626], [7.290, -1.780, -2.879], [7.475, -2.442, 6.383], [6.681, -3.990, 5.554], [8.704, -1.557, 5.198], [6.131, -1.239, 7.053], [8.044, -2.794, 7.231]], "mulliken_charge": [-0.92, 1.12, -0.98, -0.36, 0.86, -0.61, -0.34, -0.30, 0.16, -0.46, -1.22, -0.84, 0.08, 0.33, 0.21, 0.43, 0.44, -0.09, 0.39, 0.15, 0.46, 0.43, 0.58, 0.48, 0.05, -0.04, 0.10, 0.01, -0.11, -0.34, -0.01, 0.02, 0.01, 0.32, -0.14, 0.00, -0.02, -0.01, 0.13, -0.44, -0.01, 0.19, -0.04, 0.37, -0.34, -0.01, -0.03, -0.03, 0.37, -0.32, -0.03, 0.00, -0.01, 0.34]}

=====

{"formula": "C16H18Cl2N2O4Si", "method": "ωB97M-V with the def2-TZVPD basis set", "lumo_energy_ev": -0.99, "largest_force_ev_per_a": 3.0, "relative_energy_kcal_mol": 0.0, "gap_ev": 6.83, "elements": ["N", "C", "C", "C", "C", "N", "C", "O", "C", "Cl", "C", "Cl", "C", "O", "C", "C", "C", "C", "O", "Si", "C", "C", "C", "O", "C", "H", "H", "H", "H", "H", "H", "H", "H", "H", "H", "H", "H", "H", "H", "H", "H", "H", "H"], "positions_angstrom": [[-1.795, 2.634, -0.459], [-1.473, 1.841, 0.348], [-1.153, 0.879, 1.293], [0.185, 0.892, 1.949], [0.463, 2.306, 2.263], [0.733, 3.418, 2.514], [0.040, 0.195, 3.339], [0.794, 0.566, 4.223], [-1.004, -0.836, 3.566], [-0.931, -1.698, 5.029], [-2.032, -1.020, 2.690], [-3.150, -2.309, 2.834], [-2.138, -0.168, 1.473], [-3.005, -0.383, 0.608], [2.639, 1.024, 0.984], [1.250, 0.314, 1.015], [1.509, -1.163, 1.343], [0.637, 0.311, -0.383], [-0.011, -0.772, -0.704], [-0.646, -1.158, -2.279], [-1.786, -2.531, -1.810], [-1.534, 0.282, -3.037], [0.809, -1.762, -3.241], [0.816, 1.194, -1.293], [1.190, 2.637, -1.096], [3.300, 0.560, 1.734], [3.092, 0.867, -0.004], [2.590, 2.096, 1.203], [2.069, -1.208, 2.291], [0.570, -1.714, 1.466], [2.135, -1.638, 0.577], [-2.324, -2.835, -2.718], [-1.216, -3.393, -1.442], [-2.515, -2.247, -1.042], [-2.263, -0.148, -3.747], [-2.083, 0.895, -2.304], [-0.847, 0.930, -3.601], [0.471, -2.002, -4.258], [1.608, -1.016, -3.304], [1.222, -2.672, -2.790], [2.159, 2.750, -1.578], [0.413, 3.190, -1.608], [1.211, 2.891, -0.043]], "mulliken_charge": [-0.83, 0.01, -0.75, 3.63, -0.72, -0.70, -0.59, -0.59, 0.17, -0.15, 0.08, -0.12, 0.59, -0.76, -1.52, 2.36, -2.25, -0.33, -0.13, 0.36, -1.05, -0.99, -1.12, -0.38, -0.78, 0.39, 0.36, 0.40, 0.55, 0.34, 0.51, 0.39, 0.30, 0.32, 0.45, 0.35, 0.24, 0.39, 0.31, 0.28, 0.30, 0.36, 0.32]}

=====

{"formula": "C16H18ClNO3", "method": "ωB97M-V with the def2-TZVPD basis set", "lumo_energy_ev": 0.38, "largest_force_ev_per_a": 0.7, "relative_energy_kcal_mol": 7.1, "gap_ev": 9.00, "smiles": "O=C1CC(c2ccccc2Cl)CC(=O)C1=CNCCCO", "elements": ["O", "C", "C", "C", "O", "H", "C", "H", "C", "C", "C", "C", "C", "C", "C", "Cl", "H", "H", "H", "H", "C", "H", "H", "H", "H", "C", "N", "C", "C", "C", "O", "H", "H", "H", "H", "H", "H", "H", "H"], "positions_angstrom": [[0.027, -3.206, 0.949], [0.359, -2.038, 1.039], [-0.426, -0.959, 0.438], [-0.170, 0.427, 0.715], [-0.805, 1.349, 0.189], [-1.898, 0.504, -0.963], [0.861, 0.725, 1.773], [0.376, 0.584, 2.744], [2.075, -0.209, 1.676], [2.903, 0.168, 0.462], [3.700, 1.305, 0.621], [4.486, 1.813, -0.392], [4.504, 1.182, -1.624], [3.733, 0.053, -1.812], [2.941, -0.448, -0.785], [2.037, -1.880, -1.174], [3.735, -0.458, -2.762], [5.113, 1.561, -2.430], [5.085, 2.695, -0.220], [3.699, 1.800, 1.581], [1.602, -1.653, 1.820], [1.349, -1.825, 2.872], [2.396, -2.361, 1.575], [2.718, 0.001, 2.540], [1.154, 1.773, 1.691], [-1.487, -1.326, -0.375], [-2.192, -0.471, -1.082], [-3.466, -0.727, -1.691], [-4.613, -0.268, -0.780], [-4.534, 1.220, -0.387], [-3.756, 1.461, 0.756], [-2.812, 1.502, 0.539], [-5.540, 1.559, -0.122], [-4.190, 1.817, -1.242], [-4.606, -0.857, 0.139], [-5.554, -0.451, -1.299], [-3.511, -0.184, -2.640], [-3.559, -1.798, -1.892], [-1.734, -2.380, -0.446]], "mulliken_charge": [-0.67, 0.14, -0.12, 1.44, -1.00, 0.41, -1.20, 0.39, 0.54, -0.36, -0.62, -0.79, -0.43, -0.67, 1.08, -0.19, 0.44, 0.38, 0.38, 0.37, -1.51, 0.49, 0.37, 0.48, 0.47, -0.22, -0.07, -1.00, -0.38, -0.51, -0.54, 0.34, 0.35, 0.28, 0.27, 0.42, 0.35, 0.40, 0.50]}

=====

{"formula": "C16H18ClO2OsP", "method": "ωB97M-V with the def2-TZVPD basis set", "total_charge": 2, "spin_multiplicity": 5, "lumo_energy_ev": [-7.22, -11.53], "largest_force_ev_per_a": 4.6, "gap_ev": [4.32, 4.57], "elements": ["Cl", "C", "C", "C", "H", "C", "C", "H", "H", "H", "C", "Os", "C", "C", "O", "O", "H", "H", "H", "C", "P", "C", "C", "C", "C", "C", "C", "C", "H", "H", "H", "H", "H", "H", "H", "H", "H", "H", "H"], "positions_angstrom": [[-4.305, 0.608, -2.666], [0.209, -2.525, -2.331], [1.379, -1.756, -1.943], [1.222, -0.435, -2.464], [2.238, -2.137, -1.426], [-0.021, -0.345, -3.162], [-0.659, -1.629, -3.064], [-1.587, -1.860, -3.542], [0.064, -3.569, -2.178], [1.922, 0.380, -2.369], [-0.556, 0.834, -3.891], [-0.526, -1.061, -0.944], [-0.156, -2.241, 0.461], [-2.423, -1.221, -0.712], [-0.017, -2.853, 1.435], [-3.512, -1.312, -0.311], [-0.218, 1.769, -3.447], [-1.645, 0.823, -3.877], [-0.225, 0.853, -4.932], [-2.136, 0.812, 1.735], [-0.656, 0.727, 0.678], [0.066, 2.003, -0.393], [0.580, 0.704, 2.028], [1.706, -0.087, 1.788], [2.605, -0.371, 2.824], [2.402, 0.232, 4.074], [1.327, 1.109, 4.300], [0.414, 1.364, 3.259], [-3.086, 0.815, 1.190], [-2.115, 1.638, 2.448], [-2.160, -0.078, 2.367], [0.268, 2.946, 0.132], [1.020, 1.660, -0.790], [-0.546, 2.202, -1.270], [1.843, -0.535, 0.812], [3.413, -1.066, 2.614], [3.113, 0.011, 4.867], [1.190, 1.572, 5.277], [-0.432, 2.019, 3.421]], "mulliken_charge": [0.00, -0.52, -0.42, -0.67, 0.58, 0.63, -0.72, 0.61, 0.59, 0.60, -1.09, 0.95, 0.13, 0.13, -0.45, -0.36, 0.33, 0.24, 0.33, -1.42, 0.73, -1.26, 0.61, -0.05, -0.82, -0.35, -0.62, -0.49, 0.40, 0.53, 0.50, 0.48, 0.38, 0.36, 0.41, 0.45, 0.45, 0.45, 0.35]}